Entry 1:
ORCA calculation (the ωB97M-V functional and the def2-TZVPD basis) on C11H26N2O5V2 as an isolated structure.

Computed properties:
**Molecular weight**: 368.226 g/mol
**Multiplicity**: 7
**LUMO (spin up / spin down)**: -17.14 / -17.21 eV
**Total charge**: +4
**HOMO level (spin up / spin down)**: -20.585 / -20.579 eV
**Kohn-Sham gap (spin up / spin down)**: 3.449 / 3.372 eV
**Expectation value of S²**: 12.0182

Last column: natural (NBO) charge in e.
CARTESIAN COORDINATES (ANGSTROEM)
V 0.22 -0.86 -2.62  1.31
V 2.32 1.42 -1.93  1.52
O 0.46 -0.88 -0.90  -0.60
O -1.25 -0.81 -1.94  -0.67
O 1.83 1.27 1.47  -0.69
O 0.70 0.86 -2.00  -0.66
O 1.93 0.60 -0.34  -0.59
N 0.61 -1.93 0.81  -0.90
N 3.14 -1.17 -0.25  -0.88
C -1.93 0.39 -2.24  -0.18
C -3.18 1.10 1.83  -0.16
C -2.66 -1.07 0.27  -0.28
C -2.08 1.12 0.99  -0.21
C -4.04 0.02 1.90  -0.13
C -3.69 -1.17 1.23  -0.14
C -1.78 0.00 0.25  -0.35
C 0.92 0.29 -0.92  0.95
C 3.05 1.00 2.23  -0.12
C 4.11 2.16 2.06  -0.62
C -2.74 0.15 -3.47  -0.69
H -0.97 -0.05 -0.47  0.14
H -4.28 -2.07 1.26  0.27
H 1.89 0.83 0.62  0.39
H -3.57 -0.52 -3.22  0.26
H 4.00 -0.72 0.05  0.48
H -1.22 1.20 -2.43  0.21
H -2.50 -1.93 -0.36  0.15
H -1.83 -1.53 -1.67  0.57
H 3.55 3.04 2.36  0.27
H -2.47 0.78 -1.37  0.31
H -0.04 -2.70 0.87  0.47
H -3.38 2.01 2.37  0.27
H 4.46 2.21 1.03  0.16
H -2.28 -0.26 -4.37  0.23
H 3.37 -0.03 2.05  0.11
H 2.48 -0.43 -0.45  0.38
H 2.76 0.95 3.28  0.26
H 4.96 1.89 2.69  0.27
H 2.88 -1.83 0.47  0.44
H 3.28 -1.62 -1.14  0.44
H 0.46 -1.25 1.54  0.46
H -1.41 1.96 0.86  0.22
H 1.57 -2.24 0.82  0.36
H -4.88 0.11 2.57  0.28
H -3.24 1.06 -3.80  0.30
H 0.48 -1.33 0.00  0.39

***

Entry 2:
ORCA calculation (the ωB97M-V functional and the def2-TZVPD basis) on C11H26N2S5TeTi as an isolated structure.

Computed properties:
**Molecular weight**: 522.145 g/mol
**Multiplicity**: 2
**ΔE to the lowest compared entry with this formula, charge and spin**: 0.0 kJ/mol
**LUMO (spin up / spin down)**: -10.54 / -10.19 eV
**Total charge**: +3
**HOMO level (spin up / spin down)**: -17.622 / -17.623 eV
**Kohn-Sham gap (spin up / spin down)**: 7.078 / 7.430 eV
**Expectation value of S²**: 0.7570

Last column: natural (NBO) charge in e.
CARTESIAN COORDINATES (ANGSTROEM)
Te 0.15 -3.33 -0.43  0.66
Ti 0.21 -0.43 -0.15  0.81
S 2.18 -0.88 -1.52  -0.24
S -1.85 -0.72 1.30  0.26
S 0.35 2.07 -0.71  0.26
S 1.11 0.49 2.03  0.29
S -1.57 -0.28 -1.95  0.30
N 3.20 0.47 -3.55  -0.71
N 3.90 1.17 -1.48  -0.72
C -1.51 1.41 -2.61  -0.54
C 0.10 2.88 0.90  -0.51
C 2.10 -4.13 -0.11  -0.81
C 1.10 2.31 1.90  -0.53
C -1.19 2.49 -1.60  -0.52
C -1.60 0.30 2.78  -0.52
C -3.16 -0.39 -1.06  -0.54
C 3.16 0.38 -2.24  0.41
C -0.70 -4.16 1.34  -0.83
C -3.15 0.14 0.36  -0.51
C -0.17 0.13 3.27  -0.53
H 2.30 -4.13 0.96  0.25
H -3.42 -1.45 -1.09  0.27
H -1.84 1.33 2.54  0.23
H -0.93 2.72 1.21  0.22
H -2.95 1.21 0.40  0.22
H -3.92 0.13 -1.66  0.28
H -0.84 -5.22 1.14  0.27
H -4.11 -0.05 0.84  0.28
H 2.09 -5.14 -0.51  0.27
H -0.76 1.36 -3.40  0.26
H -1.98 2.63 -0.87  0.23
H -1.03 3.44 -2.11  0.28
H 2.12 2.58 1.63  0.26
H 4.56 1.83 -1.87  0.44
H 0.02 0.77 4.14  0.28
H -1.66 -3.69 1.53  0.24
H -0.02 -4.01 2.17  0.24
H 3.83 1.09 -4.03  0.44
H 2.67 -0.18 -4.11  0.45
H 3.94 1.02 -0.49  0.43
H 0.27 3.95 0.78  0.28
H 2.82 -3.51 -0.64  0.25
H 0.92 2.71 2.89  0.28
H -2.47 1.61 -3.09  0.28
H -2.30 -0.04 3.55  0.29
H 0.03 -0.90 3.58  0.27

***

Entry 3:
ORCA calculation (the ωB97M-V functional and the def2-TZVPD basis) on C11H26N4O7SSr as an isolated structure.

Computed properties:
**Molecular weight**: 446.037 g/mol
**Multiplicity**: 1
**ΔE to the lowest compared entry with this formula, charge and spin**: 35.4 kJ/mol
**LUMO (spin up / spin down)**: -0.64 / -1.65 eV
**HOMO level (spin up / spin down)**: -6.651 / -6.651 eV
**Kohn-Sham gap (spin up / spin down)**: 6.010 / 5.003 eV

Last column: natural (NBO) charge in e.
CARTESIAN COORDINATES (ANGSTROEM)
Sr -0.99 0.54 0.71  1.83
S 2.01 -1.24 2.11  1.27
O -0.94 3.53 1.81  -0.44
O 0.68 -0.49 2.20  -1.06
O -1.86 1.42 -1.80  -0.83
O 2.04 0.84 -1.26  -0.49
O -3.50 -1.80 1.02  -0.63
O 1.27 -1.60 -1.05  -0.63
O -2.94 0.57 1.79  -1.09
N -0.12 2.97 1.02  -0.13
N -2.36 -1.76 0.40  -0.14
N -0.06 -1.57 -0.70  -0.26
N 1.34 1.60 -0.48  -0.11
C -2.79 -4.10 -0.38  -0.67
C -1.87 2.03 -3.98  -0.63
C 1.20 5.10 0.81  -0.69
C 1.76 2.89 -0.34  0.13
C 2.64 -1.20 3.78  -0.82
C -0.11 -3.89 -1.67  -0.69
C 0.94 3.67 0.52  0.14
C 1.57 -2.98 1.99  -0.83
C -0.68 -2.75 -0.90  0.21
C 2.95 3.47 -1.02  -0.69
C -1.98 -2.86 -0.28  0.02
H 0.05 -4.77 -1.02  0.22
H 3.41 -0.42 3.81  0.24
H 1.82 -3.32 0.98  0.26
H -3.51 1.10 2.36  0.50
H -1.52 1.75 -2.80  0.36
H 3.67 3.85 -0.29  0.23
H -3.01 -4.33 -1.43  0.21
H -3.72 -3.99 0.17  0.25
H -2.37 1.15 -4.39  0.21
H 3.09 -2.17 4.03  0.23
H 1.82 -0.95 4.46  0.26
H 2.20 5.23 1.24  0.23
H -2.24 -4.97 0.02  0.21
H -2.58 2.86 -3.92  0.20
H 1.16 5.70 -0.11  0.23
H -1.00 2.30 -4.58  0.22
H 2.16 -3.54 2.72  0.22
H 1.53 -0.60 -1.13  0.50
H 0.84 -3.61 -2.13  0.25
H 2.66 4.31 -1.66  0.23
H -3.38 -0.35 1.61  0.52
H 3.43 2.71 -1.64  0.26
H 0.45 5.49 1.51  0.25
H -2.83 1.52 -1.80  0.48
H -0.81 -4.21 -2.46  0.23
H 0.49 -3.10 2.18  0.26

***

Entry 4:
ORCA calculation (the ωB97M-V functional and the def2-TZVPD basis) on the molecule C11H26NO2PS.

Computed properties:
**Molecular weight**: 267.375 g/mol
**SMILES**: CCP(CC)NC[C@H](S)OCCCCOC
**Multiplicity**: 1
**LUMO**: 0.66 eV
**HOMO level**: -7.744 eV
**Kohn-Sham gap**: 8.406 eV

Last column: natural (NBO) charge in e.
CARTESIAN COORDINATES (ANGSTROEM)
S 0.19 2.15 -2.40  -0.13
P 3.46 -0.37 0.47  0.89
O -5.43 -0.69 1.37  -0.58
O -1.48 0.49 -0.82  -0.56
N 2.43 0.68 -0.60  -0.93
C -2.21 1.76 -0.79  -0.10
C 4.71 -1.37 -0.57  -0.75
C -4.65 0.58 -0.74  -0.43
C 5.93 0.84 1.65  -0.63
C -6.74 -1.35 1.55  -0.27
C -4.98 -0.88 -0.02  -0.08
C -0.12 0.62 -1.36  0.00
C -3.57 1.47 0.13  -0.43
C 1.01 0.41 -0.14  -0.26
C 4.29 0.80 1.72  -0.73
C 4.20 -2.95 -0.69  -0.63
H 5.08 -3.70 -0.46  0.22
H -5.83 -1.42 -0.66  0.18
H 3.95 0.50 2.80  0.24
H -5.64 1.18 -0.91  0.21
H -4.04 2.50 0.49  0.22
H 0.70 1.12 0.74  0.21
H 1.54 2.59 -2.30  0.18
H 2.57 0.39 -1.62  0.38
H 3.27 -3.11 0.04  0.23
H -7.51 -0.84 0.81  0.18
H 3.85 -3.15 -1.81  0.21
H -6.59 -2.48 1.27  0.18
H 6.29 1.58 2.51  0.22
H 6.27 1.24 0.59  0.22
H 3.92 1.90 1.48  0.24
H -1.65 2.64 -0.23  0.20
H -7.05 -1.23 2.68  0.21
H 0.05 -0.31 -2.08  0.19
H -2.64 2.09 -1.85  0.19
H -3.29 0.87 1.12  0.23
H 5.75 -1.40 -0.01  0.24
H -4.11 0.32 -1.76  0.21
H 0.84 -0.72 0.21  0.21
H -4.02 -1.57 -0.05  0.19
H 4.94 -0.92 -1.64  0.23
H 6.31 -0.26 1.86  0.21

***

Entry 5:
ORCA calculation (the ωB97M-V functional and the def2-TZVPD basis) on a 8-piece molecular cluster, C11H27Cl6N5O10 overall.

Computed properties:
**Molecular weight**: 602.080 g/mol
**SMILES**: C[N+](=O)[O-].C[N+](=O)[O-].C[N+](=O)[O-].C[N+](=O)[O-].C[N+](=O)[O-].ClCCCl.ClCCCl.ClCCCl
**Multiplicity**: 1
**ΔE to the lowest compared entry with this formula, charge and spin**: 66.2 kJ/mol
**LUMO**: 0.09 eV
**HOMO level**: -10.598 eV
**Kohn-Sham gap**: 10.690 eV

Last column: natural (NBO) charge in e.
CARTESIAN COORDINATES (ANGSTROEM)
Cl 4.56 -0.02 -7.29  -0.06
Cl 1.40 0.84 -8.06  -0.10
Cl -5.36 -3.00 -0.82  -0.03
Cl 5.74 -0.33 2.05  -0.07
Cl -4.19 -0.05 0.85  -0.04
Cl 3.62 -1.21 4.59  -0.10
O 0.34 -1.14 -1.69  -0.42
O 2.86 3.38 2.67  -0.38
O -4.09 -6.06 2.72  -0.39
O -0.62 5.07 4.17  -0.36
O -4.06 3.24 -2.95  -0.37
O -2.39 -5.49 1.48  -0.36
O 2.24 -0.22 -1.34  -0.34
O -1.94 3.33 3.79  -0.37
O -4.85 1.75 -4.32  -0.38
O 3.78 3.32 4.67  -0.37
N -1.36 4.39 3.44  0.51
N -3.90 2.31 -3.73  0.52
N -3.33 -6.20 1.74  0.52
N 1.18 -0.59 -0.95  0.53
N 3.67 3.78 3.54  0.52
C -2.51 1.88 -4.02  -0.49
C 5.44 -1.59 4.49  -0.35
C 4.73 4.82 3.21  -0.48
C 3.23 -1.17 -7.59  -0.39
C 6.26 -0.47 3.80  -0.38
C -5.59 -1.06 1.16  -0.40
C -3.61 -7.33 0.81  -0.48
C -1.62 4.82 2.04  -0.48
C -6.23 -1.69 -0.14  -0.41
C 1.86 -0.62 -7.04  -0.35
C 0.81 -0.49 0.48  -0.49
H -3.86 -6.92 -0.16  0.24
H 4.86 5.48 4.07  0.24
H 0.14 -1.30 0.76  0.24
H 3.48 -1.99 -6.92  0.22
H 6.19 0.48 4.32  0.22
H 5.59 4.18 3.00  0.23
H -2.67 -7.90 0.82  0.23
H 1.98 -0.22 -6.04  0.23
H 1.02 -1.32 -7.10  0.23
H -2.05 3.99 1.48  0.24
H -0.69 5.14 1.57  0.23
H 5.74 -1.66 5.53  0.22
H -5.24 -1.91 1.76  0.22
H -4.46 -7.91 1.18  0.23
H 5.48 -2.52 3.93  0.23
H -2.38 5.61 2.08  0.24
H -2.33 1.12 -3.27  0.24
H -2.34 1.39 -4.98  0.24
H -6.35 -0.54 1.74  0.22
H 1.72 -0.58 1.06  0.24
H 3.35 -1.53 -8.61  0.23
H 7.32 -0.70 3.84  0.22
H 4.41 5.30 2.29  0.23
H 0.32 0.48 0.57  0.24
H -6.33 -0.96 -0.95  0.23
H -1.80 2.69 -3.86  0.24
H -7.21 -2.08 0.12  0.22

***

Entry 6:
ORCA calculation (the ωB97M-V functional and the def2-TZVPD basis) on C11H27ClILaOP2 as an isolated structure.

Computed properties:
**Molecular weight**: 538.547 g/mol
**Multiplicity**: 1
**ΔE to the lowest compared entry with this formula, charge and spin**: 152.0 kJ/mol
**LUMO**: -8.62 eV
**Total charge**: +2
**HOMO level**: -12.784 eV
**Kohn-Sham gap**: 4.162 eV

Last column: natural (NBO) charge in e.
CARTESIAN COORDINATES (ANGSTROEM)
La -2.11 1.27 0.06  2.03
I 2.71 1.76 -1.18  -0.64
Cl -3.67 2.41 -1.59  -0.53
P -0.31 -0.22 1.62  0.70
P 0.33 0.26 -3.54  1.46
O 2.77 -0.53 -4.08  -0.47
C -1.28 0.96 2.72  -0.78
C -2.80 0.68 2.73  -0.67
C 2.01 -0.44 -3.13  0.35
C 2.32 -0.87 -1.71  -0.76
C 1.45 -0.06 2.08  -0.73
C -0.79 -1.84 2.34  -0.70
C 1.76 0.49 3.47  -0.62
C 0.58 1.77 -4.47  -0.96
C -0.75 0.55 -2.10  -1.10
C -0.41 -0.97 -4.62  -0.98
C -0.59 -1.97 3.84  -0.62
H -1.01 -1.14 4.42  0.20
H -3.36 1.63 2.83  0.27
H -1.76 0.82 -2.50  0.29
H 0.47 -2.07 4.11  0.24
H -1.09 -2.88 4.19  0.26
H -0.18 -2.58 1.80  0.27
H -1.06 1.99 2.37  0.22
H 1.65 -0.43 -0.94  0.22
H 0.52 2.65 -3.80  0.29
H 1.56 1.75 -4.96  0.32
H 1.90 -1.06 1.95  0.26
H -3.22 0.10 1.86  0.16
H 3.39 -0.72 -1.51  0.29
H -0.92 -0.46 -5.44  0.28
H 1.35 -0.13 4.28  0.22
H 0.37 -1.62 -5.02  0.31
H -3.05 0.06 3.59  0.31
H 2.85 0.52 3.61  0.27
H 2.17 -1.96 -1.64  0.22
H -0.29 1.41 -1.55  0.27
H -1.14 -1.57 -4.05  0.26
H -0.83 0.90 3.71  0.33
H -0.21 1.84 -5.23  0.27
H -1.84 -2.03 2.06  0.23
H 1.39 1.51 3.60  0.21
H 1.91 0.59 1.31  0.29
H -0.81 -0.38 -1.50  0.27